# 1
C5H8O2 | wB97M-V/def2-TZVPD

CARTESIAN COORDINATES (ANGSTROEM)
C 0.504 -0.596 -0.333
C 0.761 -1.243 1.005
C -1.795 0.307 -0.792
C -1.428 1.438 -0.180
C -0.080 1.402 0.292
O 1.715 -0.291 -0.960
O -2.428 -0.634 -1.099
H 1.631 -0.467 -1.904
H -0.086 -1.255 -0.974
H -2.129 2.251 -0.010
H -0.181 -1.392 1.533
H 1.419 -0.625 1.615
H 1.246 -2.217 0.871
H 0.094 1.768 1.304
H 0.757 1.555 -0.370

Results
HOMO-LUMO gap: 8.58 eV

***

# 2
C5H8O2 | wB97M-V/def2-TZVPD

CARTESIAN COORDINATES (ANGSTROEM)
C 0.895 0.410 -1.553
C -0.405 0.137 -0.814
O -1.039 -1.058 -0.482
C -0.715 -1.376 0.863
C -0.456 -0.024 1.525
O 0.240 0.567 0.457
C 0.877 1.778 -0.845
H 1.658 -0.334 -1.280
H 0.827 0.539 -2.636
H -1.175 0.805 -1.233
H 0.206 -1.971 0.874
H -1.543 -1.933 1.297
H -1.356 0.558 1.743
H 0.172 -0.102 2.419
H 1.814 2.005 -0.336

Results
HOMO-LUMO gap: 8.90 eV

***

# 3
C5H8O2 | wB97M-V/def2-TZVPD

CARTESIAN COORDINATES (ANGSTROEM)
C -0.414 -1.348 1.150
C 0.012 -0.176 0.669
O -0.991 -1.127 -2.136
C -0.869 1.063 0.598
O -0.607 1.866 -0.528
C 1.356 0.004 0.187
C 2.459 0.217 -0.254
H -1.440 -1.468 1.491
H 0.243 -2.210 1.214
H -0.968 -1.444 -1.224
H -0.343 -0.413 -2.132
H -0.747 1.630 1.535
H -1.916 0.759 0.524
H 0.295 2.205 -0.447
H 3.446 0.372 -0.633

Results
SMILES: C#CC(=C)CO.O
HOMO-LUMO gap: 10.18 eV

***

# 4
C5H8O2 | wB97M-V/def2-TZVPD

CARTESIAN COORDINATES (ANGSTROEM)
C -1.586 0.810 0.682
C -0.259 0.421 0.265
C -0.171 -0.933 -0.430
C 1.216 -1.114 -1.016
C 2.355 -0.411 -0.755
H -2.539 2.119 1.598
H -0.048 1.385 -0.434
H 0.107 0.386 1.350
H -0.537 -1.976 0.337
H -1.151 -0.808 -1.078
H 1.024 -2.112 -1.481
H 2.436 0.679 -0.058
H 3.535 -0.634 -0.793
O -1.729 1.979 1.450
O -2.654 0.210 0.365

Results
HOMO-LUMO gap: 10.56 eV

***

# 5
C5H8O2 | wB97M-V/def2-TZVPD

CARTESIAN COORDINATES (ANGSTROEM)
O 0.391 -0.330 -2.437
C -0.536 -0.047 0.532
C 0.835 -0.610 0.619
C 1.894 0.462 0.455
O 2.165 0.982 -0.605
C -1.981 -0.405 0.707
C -1.373 0.922 0.344
H 1.114 0.199 -2.063
H 0.952 -1.111 1.586
H 0.949 -1.351 -0.182
H 2.433 0.772 1.373
H -2.373 -0.562 1.716
H -2.492 -1.003 -0.053
H -0.399 0.122 -2.112
H -1.580 1.959 0.121

Results
SMILES: O=CCC1=CC1.O
HOMO-LUMO gap: 10.27 eV

***

# 6
C5H8O2 | wB97M-V/def2-TZVPD

CARTESIAN COORDINATES (ANGSTROEM)
O 0.204 0.317 -2.342
C -0.693 0.328 -1.254
C -0.499 -0.911 -0.366
C 0.492 -0.635 0.755
C 0.111 0.529 1.673
C 1.178 1.327 0.902
O 1.580 0.220 0.265
H 1.092 0.418 -1.968
H -1.707 0.372 -1.661
H -1.441 -1.230 0.098
H -0.147 -1.730 -1.007
H 0.885 -1.551 1.208
H -0.928 0.876 1.653
H 0.434 0.417 2.714
H -0.560 1.252 -0.667

Results
HOMO-LUMO gap: 9.70 eV

***

# 7
C5H8O2 | wB97M-V/def2-TZVPD

CARTESIAN COORDINATES (ANGSTROEM)
C 1.026 -1.211 0.171
C 0.121 0.003 0.130
C 0.872 1.320 0.335
C -0.966 -0.019 -0.962
C -1.919 -0.149 0.212
O -3.096 -0.234 0.389
O -0.936 -0.144 1.153
H 0.446 -2.133 0.071
H 1.758 -1.163 -0.643
H 1.569 -1.247 1.121
H 0.692 2.027 -0.479
H 0.534 1.786 1.264
H 1.950 1.159 0.413
H -1.087 0.893 -1.550
H -0.964 -0.889 -1.625

Results
HOMO-LUMO gap: 11.15 eV

***

# 8
C5H8O2 | wB97M-V/def2-TZVPD

CARTESIAN COORDINATES (ANGSTROEM)
C 1.093 -0.930 0.098
O -0.050 -1.718 -0.175
C -1.130 -0.742 -0.131
C -0.615 0.330 -1.085
C 0.627 0.548 -0.224
C -0.003 0.999 1.070
O -1.180 -0.112 1.131
H 1.952 -1.197 -0.533
H 1.391 -1.033 1.158
H -2.033 -1.297 -0.425
H -1.270 1.211 -1.162
H -0.408 -0.083 -2.067
H 1.485 1.074 -0.643
H 0.787 1.082 1.856
H -0.645 1.870 1.133

Results
SMILES: C1O[C@H]2C[C@@H]1CO2
HOMO-LUMO gap: 10.85 eV

***

# 9
C5H8O2 | wB97M-V/def2-TZVPD

CARTESIAN COORDINATES (ANGSTROEM)
C -1.522 -0.619 -0.088
C -0.489 0.469 -0.001
O -0.915 1.756 -0.087
C 0.631 0.342 0.946
C 1.617 -0.529 0.287
C 0.953 -0.024 -1.357
O 1.462 0.129 -2.412
H -2.395 -0.404 0.517
H -1.844 -0.718 -1.115
H -1.141 -1.587 0.228
H -1.583 1.813 -0.773
H 1.028 1.326 1.190
H 0.118 -0.043 1.835
H 2.639 -0.320 0.550
H 1.442 -1.592 0.278

Results
HOMO-LUMO gap: 8.36 eV

***

Per-record HOMO, eV: -7.92; -7.99; -9.75; -9.83; -9.65; -8.94; -10.41; -9.91; -7.59
Per-record energy above the lowest of the compared OMol25 structures with the same formula, charge and spin, kcal per mole: 99.8; 136.0; 66.9; 101.9; 70.3; 87.8; 5.8; 40.0; 69.7